Here is a molecular structure, C3H9N2Si2 in a non-equilibrium geometry from the Open Molecules 2025 dataset. Energies are from wB97M-V/def2-TZVPD.

Structure (XYZ):
```
16
Properties=species:S:1:pos:R:3
C 0.149 2.395 -0.037
C 1.201 1.598 0.134
C -0.972 0.462 -0.280
N -1.040 1.751 -0.305
N 0.971 0.301 0.056
Si -2.112 -0.930 0.198
Si 2.003 -1.191 0.004
H 0.260 3.519 -0.033
H 2.214 2.065 0.194
H -1.793 2.442 -0.491
H -1.775 -1.972 -0.753
H -3.310 0.004 0.276
H -1.897 -1.366 1.606
H 3.393 -0.915 -0.348
H 1.563 -1.709 -1.201
H 1.429 -2.114 1.183
```

Output
Orbital gap (spin up / spin down) in eV: 8.49 / 8.49
E in eV: -21981.7796
F_max in eV/Å: 4.105
Multiplicity: 1
Total charge: +1



Here is a molecular structure, C54H74N9O2PPbS from the Open Molecules 2025 dataset. Energies are from wB97M-V/def2-TZVPD.

Structure (XYZ):
```
142
Properties=species:S:1:pos:R:3
Pb -0.326 0.142 0.557
C 1.940 5.247 4.361
C 2.444 4.654 3.038
C 1.355 4.006 2.240
C 0.638 4.529 1.214
C 0.765 5.889 0.600
C 1.514 5.858 -0.739
C -0.275 3.475 0.767
N -0.061 2.355 1.512
C 0.889 2.635 2.420
C 1.354 1.734 3.390
C 0.960 0.419 3.586
C 1.528 -0.491 4.581
C 2.632 -0.136 5.530
C 4.016 -0.231 4.867
C 0.908 -1.684 4.414
C -0.058 -1.506 3.329
C -0.965 -2.463 2.893
C -1.993 -2.304 1.952
N -2.157 -1.235 1.144
C -3.352 -1.373 0.501
C -3.927 -0.438 -0.348
C -3.469 0.861 -0.649
N -2.289 1.380 -0.236
C -2.248 2.685 -0.597
C -1.251 3.611 -0.212
C -3.431 3.008 -1.367
C -4.201 1.867 -1.397
C -5.576 1.687 -1.976
C -6.693 1.995 -0.972
C -3.757 4.363 -1.927
C -4.339 5.319 -0.876
C -3.954 -2.645 0.882
C -3.110 -3.225 1.772
C -3.283 -4.529 2.492
C -3.810 -4.357 3.923
C -5.279 -3.158 0.400
C -5.209 -3.761 -1.009
N 0.032 -0.243 2.850
C 1.199 -2.990 5.085
C 2.104 -3.873 4.210
H 2.760 5.670 4.945
H 1.447 4.482 4.965
H 1.211 6.039 4.173
H 3.223 3.914 3.236
H 2.908 5.440 2.441
H 1.291 6.550 1.291
H -0.229 6.319 0.454
H 2.506 5.422 -0.608
H 1.629 6.862 -1.153
H 0.980 5.245 -1.468
H 2.126 2.105 4.056
H 2.595 -0.799 6.397
H 2.478 0.879 5.905
H 4.238 -1.265 4.592
H 4.801 0.117 5.542
H 4.050 0.365 3.951
H -0.926 -3.422 3.398
H -4.898 -0.706 -0.755
H -1.328 4.595 -0.664
H -5.698 0.657 -2.326
H -5.691 2.333 -2.850
H -6.584 1.377 -0.079
H -7.678 1.807 -1.405
H -6.653 3.040 -0.661
H -4.467 4.254 -2.750
H -2.852 4.810 -2.348
H -5.279 4.933 -0.478
H -4.529 6.306 -1.302
H -3.650 5.430 -0.037
H -2.326 -5.056 2.515
H -3.973 -5.160 1.929
H -3.145 -3.718 4.508
H -3.895 -5.319 4.431
H -4.794 -3.885 3.914
H -6.010 -2.345 0.416
H -5.643 -3.916 1.095
H -4.782 -3.047 -1.719
H -6.199 -4.049 -1.370
H -4.572 -4.648 -1.016
H 0.266 -3.518 5.291
H 1.680 -2.809 6.048
H 1.674 -4.000 3.213
H 2.251 -4.858 4.659
H 3.083 -3.404 4.083
O 1.290 -2.605 0.189
C 1.211 -2.371 -1.026
O 0.212 -1.858 -1.618
C 2.417 -2.615 -1.910
C 2.677 -3.869 -2.451
C 3.712 -4.039 -3.367
C 4.495 -2.956 -3.746
C 4.247 -1.702 -3.195
C 3.211 -1.532 -2.285
H 2.071 -4.716 -2.149
H 3.901 -5.017 -3.793
H 5.293 -3.087 -4.469
H 4.855 -0.851 -3.484
H 2.998 -0.554 -1.861
C -2.517 0.718 -4.981
N -2.408 0.178 -3.571
C -3.064 -1.202 -3.524
N -2.513 -2.077 -4.501
C -2.612 -1.488 -5.831
N -1.948 -0.189 -5.923
C -0.481 -0.341 -5.722
P 0.084 -1.085 -4.067
C -0.979 0.099 -3.120
C -1.138 -2.491 -4.157
H -2.000 1.675 -4.996
H -3.580 0.868 -5.177
H -2.906 0.784 -2.904
H -4.125 -1.031 -3.711
H -2.912 -1.580 -2.517
H -3.666 -1.369 -6.089
H -2.148 -2.163 -6.547
H -0.022 0.648 -5.815
H -0.091 -0.945 -6.544
H -0.553 1.102 -3.184
H -0.996 -0.203 -2.081
H -1.150 -2.992 -3.192
H -0.789 -3.201 -4.907
C 5.251 1.986 -0.996
N 5.668 0.702 -0.450
C 6.982 0.785 0.187
C 4.710 -0.017 0.274
S 3.348 0.701 0.932
N 4.984 -1.330 0.403
C 5.999 -2.039 -0.369
C 4.189 -2.206 1.259
H 6.027 2.319 -1.689
H 5.111 2.742 -0.216
H 4.313 1.878 -1.534
H 6.991 1.580 0.944
H 7.746 1.007 -0.560
H 7.236 -0.153 0.674
H 6.390 -1.405 -1.155
H 5.536 -2.917 -0.821
H 6.820 -2.373 0.273
H 3.375 -1.652 1.712
H 4.830 -2.639 2.033
H 3.757 -3.008 0.657
```

Output
Orbital gap (spin up / spin down) in eV: 5.74 / 5.74
E in eV: -100078.6489
F_max in eV/Å: 0.791
Multiplicity: 1
Total charge: 0



Here is a molecular structure, C11H10N3O4S2V in a non-equilibrium geometry from the Open Molecules 2025 dataset. Energies are from wB97M-V/def2-TZVPD.

Structure (XYZ):
```
31
Properties=species:S:1:pos:R:3
V 0.860 1.205 -1.060
O 2.932 2.232 1.880
S 2.277 2.549 0.643
O 2.576 3.849 0.086
O 0.795 2.049 0.697
O 2.569 1.561 -0.524
N -1.660 -2.080 0.290
C -0.811 -2.135 1.434
C -0.680 -2.966 2.533
C 0.332 -2.703 3.469
C 1.275 -1.714 3.237
C 1.175 -0.840 2.184
C 0.175 -1.134 1.232
N -0.178 -0.492 0.070
C -1.226 -1.053 -0.455
C -1.677 -0.558 -1.700
C -2.727 -0.942 -2.487
S -2.781 0.002 -3.891
C -1.461 0.895 -3.355
N -0.918 0.492 -2.225
H -2.558 -2.539 0.277
H -1.400 -3.776 2.711
H 0.439 -3.372 4.300
H 2.051 -1.582 3.952
H 1.871 0.014 2.063
H -3.394 -1.740 -2.322
H -1.047 1.739 -3.876
C 0.856 3.002 -2.151
H 1.286 3.744 -1.503
H -0.263 3.169 -2.382
H 1.314 3.123 -3.127
```

Output
Orbital gap (spin up / spin down) in eV: 7.49 / 7.93
E in eV: -71588.1501
F_max in eV/Å: 2.774
Multiplicity: 3
Total charge: 0



Q: Number 3 is which compound?
A: C11H10N3O4S2V